Entry 1:
The following is a DFT calculation (wB97M-V/def2-TZVPD) of a structure of composition C40H48AsCaClINO7P2S.

```
103
Properties=species:S:1:pos:R:3:lowdin_charge:R:1
H 0.44385 7.68818 0.07612 0.1022
H 0.52974 5.32356 0.77649 0.1000
H -2.34819 -1.71332 2.85416 0.0906
Cl -4.84738 4.29225 5.14505 0.6670
H -1.80651 3.38359 -0.37744 0.0958
H -5.30710 -2.38145 2.62406 0.0883
H -3.71140 1.97140 6.26397 0.0902
C -3.65128 4.30371 2.28636 -0.0219
O 0.42788 -2.94762 -2.01746 -0.1609
C -3.15670 -2.43008 2.69249 -0.4312
H 6.58377 2.59413 2.34569 0.0990
C -2.25783 3.34373 0.60920 -0.1481
O -3.06520 -2.95689 1.31587 -0.1795
H -0.38370 -3.91315 0.71527 0.0796
C -2.03509 1.08020 3.41323 -0.4702
C 1.34607 7.31699 -1.83450 -0.0934
C 1.33037 0.88985 -4.10879 -0.0878
C -3.77602 3.09405 4.46958 -0.6202
C -3.37160 2.04321 5.23996 -0.1818
H -2.04057 -4.09508 3.49659 0.0818
O -1.27194 0.18776 2.90485 -0.3101
C 1.88072 6.35976 -2.68331 -0.0860
O 0.73545 -0.79647 -0.81018 -0.3573
C -3.01692 -3.62245 3.60975 -0.0460
C 0.91079 5.61371 -0.19746 -0.1223
H -5.50006 -2.06725 -2.11350 0.0915
H 4.43235 -4.06247 0.31087 0.0920
H 0.56538 0.73022 -4.85834 0.1014
H 3.30379 -0.48956 0.16281 0.0309
C 0.27285 -4.37182 -3.88800 -0.0303
H -4.06673 -1.06377 -1.82576 0.0854
H -3.78550 -4.36474 3.38820 0.0865
C 1.93621 5.02893 -2.29040 -0.1098
H -0.81708 -4.33505 -3.87297 0.0845
H 2.26028 6.64871 -3.65548 0.1019
C 1.05100 1.64694 -2.98408 -0.1371
H -4.67156 -4.39483 -0.16721 0.0796
O 2.11089 -2.89392 -0.11477 -0.1721
C 0.86169 6.94316 -0.58906 -0.0880
C 3.40194 -2.47009 -0.68949 -0.4167
P 0.76634 -2.26794 -0.64116 0.4606
H -3.76997 -5.33261 -1.36965 0.0813
H -3.48537 -3.29900 -2.75980 0.1402
C 2.58986 0.32622 -4.26724 -0.0947
C 3.97095 -1.34772 0.14096 -0.0502
H 2.81148 -0.26980 -5.14386 0.0983
H 6.25625 4.19742 0.47225 0.0951
C -4.42149 -4.47114 -1.22498 -0.0389
H -5.33816 -4.63182 -1.79382 0.0882
H 2.35791 4.28740 -2.95812 0.0978
C -0.42317 -2.83021 0.59982 -0.1925
C -3.31476 3.22836 3.13847 -0.1745
H 0.58763 -5.31335 -4.33807 0.0885
C 4.27490 -3.70514 -0.70730 -0.0374
H -0.13004 -2.38900 1.56111 0.0979
H 1.90568 -4.29267 -2.49484 0.1256
H -4.51709 -0.87444 2.10176 0.0845
H 3.82715 -4.51010 -1.29087 0.0698
C -2.45016 2.23872 2.62455 -0.1330
S 2.03650 0.90290 2.32328 0.4534
C 0.81292 -4.26497 -2.47834 -0.4223
C -2.51159 1.06348 4.72215 -0.6348
H -4.56791 -1.29272 3.81780 0.0799
N -1.93492 2.32383 1.36727 0.0261
H 0.05817 2.06862 -2.85663 0.1010
Ca -0.29209 0.51032 0.87039 1.0866
C 2.02244 1.86456 -2.00944 -0.4043
P -2.11584 -2.29189 0.25330 0.4557
C 3.31557 1.90857 1.66135 -0.7438
C -3.12935 4.36409 1.02784 -0.0471
C 4.58179 1.85775 2.26698 -0.1414
As 1.48073 2.81229 -0.38290 1.3034
H 0.63851 -3.54832 -4.49936 0.0859
O -2.44423 -3.09346 -1.05594 -0.1827
H -3.12495 -3.29641 4.64427 0.0534
H 4.71695 1.17365 3.09508 0.0906
H 4.12752 -1.67273 1.17046 0.0954
H 4.04555 1.46362 -1.42686 0.0954
H 4.06496 4.31249 -0.64365 0.0957
H 1.30595 8.35390 -2.14265 0.1004
C 5.44718 3.55716 0.79865 -0.1029
H 5.24395 -3.46023 -1.14197 0.0902
H -3.36648 5.18137 0.36113 0.1055
H -4.31705 5.07448 2.64976 0.0891
H 4.92857 -1.03921 -0.28241 0.0958
C 1.45583 4.64840 -1.04141 -0.3985
H 0.49172 -6.32409 -1.99677 0.0920
I -1.89572 -0.50484 5.95649 0.9289
C 0.28223 -5.34706 -1.56028 -0.0377
C 3.28220 1.30354 -2.17833 -0.1011
C -4.59612 -1.96142 -1.51241 -0.0461
C 4.21199 3.61941 0.17713 -0.1267
C -3.74897 -3.20229 -1.70533 -0.4070
H -4.89128 -1.84213 -0.46878 0.0780
O -2.20336 -0.81336 0.16489 -0.3348
C -4.47341 -1.70157 2.81143 -0.0305
C 3.56302 0.53573 -3.30228 -0.0897
C 5.62429 2.65953 1.84684 -0.0972
H 0.75841 -5.31088 -0.57982 0.0750
C 3.15963 2.80481 0.58773 -0.4290
H 3.20983 -2.11831 -1.70906 0.1329
H -0.79834 -5.24260 -1.44566 0.0800
H 4.55062 0.10674 -3.42546 0.1030
```

E, Eh: -6887.0353
Frontier orbital gap, Eh: 0.2559
LUMO, eV: 0.31

Entry 2:
The following is a DFT calculation (wB97M-V/def2-TZVPD) of a cluster of 6 separate species, C8H24O8 in total.

```
40
Properties=species:S:1:pos:R:3:nbo_charge:R:1
H 8.90804 -5.27321 -30.09965 0.1757
H 12.47653 -3.77683 -26.65827 0.5049
C 10.36527 -1.36429 -24.36254 -0.2575
H 10.82559 -5.43480 -26.47650 0.1459
H 9.39148 -4.69069 -27.75630 0.2309
H 15.47149 -4.84862 -27.47460 0.1797
O 5.54157 -3.15153 -30.53291 -0.5932
H 11.69773 -9.35916 -25.64210 0.1762
H 7.59292 -6.78937 -30.59589 0.1966
O 6.07315 -5.39037 -30.48071 -0.4836
H 10.20174 -0.38193 -24.80564 0.1568
H 12.68954 -7.87522 -26.08548 0.1655
O 11.84656 -3.71098 -25.93690 -0.7643
O 7.43282 -3.94624 -29.54100 -0.4648
H 11.43229 -1.40737 -24.14408 0.1724
H 14.09681 -3.17990 -28.30185 0.4868
H 6.65680 -6.80697 -29.01754 0.1956
C 6.30761 -4.08871 -30.22839 0.9657
H 8.96457 -6.36319 -27.91379 0.2012
C 8.04754 -5.20966 -29.43362 0.0641
C 8.55541 -5.35478 -27.97559 -0.6251
C 11.42779 -5.04957 -25.65369 -0.2550
C 7.05079 -6.21572 -29.84415 -0.0977
H 10.43933 -2.78815 -25.59374 0.4913
H 13.42221 -6.80810 -22.54287 0.4661
O 13.38175 -9.03776 -24.55090 -0.7471
C 14.50103 -5.03621 -27.93407 -0.2503
O 13.63757 -3.89809 -27.86039 -0.7384
H 13.78743 -7.31455 -23.92201 0.4786
C 12.30480 -8.52217 -25.29711 -0.2575
H 12.29302 -5.71234 -25.66880 0.1677
H 10.77136 -5.13089 -24.78732 0.1977
H 14.70920 -5.28991 -28.97349 0.1705
H 7.80664 -5.10902 -27.22258 0.2324
H 14.02592 -5.91219 -27.49246 0.1848
H 11.67058 -7.92962 -24.63774 0.1872
O 9.72565 -2.24972 -25.24397 -0.7506
H 13.52389 -9.94775 -24.82165 0.4844
H 9.85860 -1.32804 -23.39815 0.1583
O 13.80825 -6.53032 -23.37356 -0.9516
```

E, Eh: -921.0431
SMILES string: C[C@H]1COC(=O)O1.CO.CO.CO.CO.O
Frontier orbital gap, Eh: 0.3463
LUMO, eV: 0.17

Entry 3:
The following is a DFT calculation (wB97M-V/def2-TZVPD) of the ion C2H12N8P with charge +1.

```
23
Properties=species:S:1:pos:R:3:nbo_charge:R:1
N 3.06742 -1.03267 0.70882 -0.8120
H -2.02829 -2.35931 -0.51371 0.3715
H 1.32648 -2.29169 -0.68950 0.4018
H -0.89780 3.14164 0.57007 0.4607
H 3.66081 -0.19343 0.93930 0.4019
N 0.99901 -1.46150 -0.25217 -0.8146
H 3.53458 -1.79225 0.15235 0.4263
H 1.74973 1.08136 1.55571 0.4596
N -3.31597 -0.65673 0.68140 -0.7586
N 1.26019 0.41480 0.97494 -0.9507
C 1.71214 -0.72745 0.50107 0.6530
H -3.68273 -1.58719 0.84524 0.4106
H 0.30560 0.42622 -2.40494 0.3568
H -3.79957 0.17574 1.03105 0.4385
H 0.11249 1.97192 -2.24203 0.3530
H -0.41476 -1.54686 -0.50621 0.4183
P 0.00505 1.05926 0.12919 2.1490
C -2.09751 -0.60434 0.18676 0.6783
N -1.53198 -1.55998 -0.58695 -0.7839
H 0.77244 3.11663 0.05685 0.4130
N 0.08381 2.62847 0.47317 -1.2003
N 0.66231 1.20235 -1.94193 -1.0240
N -1.48346 0.59502 0.33149 -1.0484
```

Charge: +1
E, Eh: -862.6165
SMILES string: [H]/N=C(\N)[NH+]=P(N)(N)N=C(N)N
Frontier orbital gap, Eh: 0.3691
LUMO, eV: -2.82

Entry 4:
The following is a DFT calculation (wB97M-V/def2-TZVPD) of a structure of composition C2H2O3S.

```
8
Properties=species:S:1:pos:R:3:nbo_charge:R:1
H -2.18917 -0.87099 0.27228 0.4985
O 0.90083 -1.01994 -0.04989 -0.6641
C -0.31678 0.84820 -0.19958 -0.5579
S 1.78744 0.41497 -0.43115 1.4584
O -1.36373 -1.34401 0.10685 -0.6539
C -0.35249 -0.46899 -0.05518 0.5535
H -1.03271 1.61979 -0.33814 0.2247
O 2.56661 0.82097 0.69481 -0.8592
```

E, Eh: -701.2128
Frontier orbital gap, Eh: 0.3458
LUMO, eV: -0.01

Entry 5:
The following is a DFT calculation (wB97M-V/def2-TZVPD) of a structure of composition C34H55BrCaN3OP2.

```
97
Properties=species:S:1:pos:R:3:lowdin_charge:R:1
H -4.72189 2.75340 0.00619 0.0902
H 2.26369 -3.65808 -1.19874 0.0948
H -2.77065 2.40371 4.78807 0.0862
C 4.52738 1.05682 -1.66466 -0.0919
N -1.80805 -0.45063 1.34248 -0.2376
H -3.60264 -0.75443 -0.73674 0.0743
H -4.69776 -0.21734 0.56222 0.0692
H -1.68635 2.53595 2.15334 0.0726
H 2.58022 2.77420 -2.72500 0.0652
C 4.26133 1.32884 -4.13622 -0.0849
H 3.93129 -1.45213 -4.01305 0.0683
C -0.72774 -3.44385 0.21825 -0.1878
C -0.31975 0.60476 -4.23701 -0.0979
H -2.05322 -0.97983 5.62244 0.0624
C 0.15973 -0.87642 3.44007 -0.6240
H -4.32520 1.71149 4.33215 0.0945
C -0.21835 -5.77303 -0.18979 -0.0806
C -3.95144 2.36813 0.68968 -0.0614
H -2.15447 1.08144 -1.91532 0.0471
C -2.64879 1.84820 -1.31138 -0.0633
H -3.30729 3.21583 0.95912 0.0842
C 3.24932 -1.58304 0.08037 0.0045
C 1.72229 -0.13318 -5.41835 -0.1019
C -3.17068 1.25408 -0.00822 -0.5648
H 2.62075 -0.76054 -5.45229 0.0675
C 1.39332 4.03104 -0.75432 -0.0355
H -0.13712 1.58998 -4.68961 0.0857
C 0.96927 -0.22014 -4.08842 -0.6805
H -1.00596 0.06725 -4.91119 0.1004
C 1.22522 2.68421 -1.04792 -0.3186
C -3.27851 1.80571 4.02073 -0.0774
H -4.47241 2.00424 1.58473 0.0761
C 0.30328 3.69737 1.33448 -0.0272
P -1.20720 0.23842 2.81467 1.1094
C 0.98658 -5.36339 -0.76716 -0.0297
H 1.68326 -6.08271 -1.19065 0.1177
H -0.50160 -6.81729 -0.13355 0.1145
H -0.80001 -2.82619 3.03152 0.0683
C -1.16814 1.73824 1.61843 -0.2659
C 0.01842 2.39770 0.91995 -0.2453
H 1.98542 0.89937 -5.67985 0.0836
H 0.44013 -2.83179 4.30110 0.1010
H 0.94050 2.49294 -3.18122 0.0881
C 1.30933 -4.00438 -0.79073 -0.1314
H 5.47053 -0.91966 -3.30452 0.0985
H 4.32982 0.44523 -0.77489 0.0414
H -3.50173 2.23974 -1.88978 0.0893
H 5.61526 1.08495 -1.82402 0.0985
H 4.20208 -1.59975 -2.25585 0.0422
C 0.96833 4.54575 0.46351 -0.0326
H 1.50430 -2.31869 -3.64879 0.0717
N 0.46386 -3.05411 -0.31985 -0.0865
H -1.94265 2.66812 -1.13757 0.0827
H -0.07849 4.03061 2.30216 0.1213
H 1.61479 -0.19209 1.89600 0.0671
H -3.26588 2.38885 3.09845 0.0329
H -1.59394 0.74153 5.82058 0.0755
H 1.04907 -0.49756 -6.21125 0.0962
C 0.81825 -0.17159 4.64017 -0.0857
H 1.85610 4.65812 -1.51114 0.1184
C 3.86890 0.46449 -2.92571 -0.6975
H -4.85657 0.45669 -1.06333 0.0893
Ca 0.30603 -0.61922 -0.14874 1.1549
H 3.83442 2.33802 -4.11097 0.0764
H 0.91285 -1.86868 1.61067 0.0098
H 3.99514 0.86572 -5.09146 0.0618
H -0.03273 -1.81752 -2.92001 0.0535
H 4.20044 2.08460 -1.46614 0.0799
H 2.12926 -1.58451 2.82683 0.0976
H -4.04573 -0.51559 2.42900 0.0504
C -0.38937 -2.24926 3.86931 -0.0599
N 0.56947 1.84444 -0.20465 0.0164
H 5.35716 1.43860 -4.12509 0.0954
H 1.72678 -0.72221 4.92391 0.0914
C -2.35486 0.05517 5.42655 -0.1046
H -0.84647 0.75272 -3.28517 0.0470
H 0.15712 -0.13937 5.51236 0.0607
C 0.61177 -1.69659 -3.80597 -0.1139
C 1.24728 -1.12588 2.35955 -0.1682
C -4.12992 0.10597 -0.31702 -0.0496
H 1.09750 0.85973 4.38836 0.0854
C -2.68457 0.37311 3.95249 -0.5893
C -1.99455 0.81213 0.87700 -0.5279
H 0.05921 -2.10094 -4.66843 0.0943
H -1.39209 -2.64812 0.57406 0.0684
H -3.28817 0.23047 5.98523 0.0979
H -1.16816 -2.19780 4.63620 0.0601
C -3.76140 -0.63262 3.48107 -0.0705
Br -2.65502 -5.28730 1.25568 0.7790
H -4.66201 -0.46574 4.08834 0.0919
C 1.68567 2.21439 -2.42057 -0.2828
C 4.38326 -0.96955 -3.13626 -0.0910
O 4.16983 -2.16849 0.44029 0.1035
C -1.06556 -4.80006 0.33154 -0.6448
P 1.99946 0.39845 -2.55872 1.0883
H 1.11851 5.58566 0.72804 0.1164
H -3.44807 -1.67527 3.63000 0.0814
```

Charge: +1
E, Eh: -5502.0968
Frontier orbital gap (alpha / beta), Eh: 0.1353 / 0.1357
LUMO (alpha / beta), eV: -2.60 / -2.60